Entry from OMol25: a cluster of 3 separate species, C2H6ClN2O3P in total (ωB97M-V/def2-TZVPD).

Element x y z (Å)
C -1.161 0.848 -1.210
H -1.246 1.951 -0.836
H -1.203 0.895 -2.385
H 0.701 1.668 0.596
N -0.034 0.158 -0.716
N 1.397 1.242 -1.893
H -0.118 0.357 1.260
C 0.523 0.635 0.482
O 1.035 1.072 -3.241
H 1.508 -0.070 0.545
O 3.401 -0.069 -2.991
O 1.310 -1.518 -2.513
Cl -8.602 5.209 1.864
P 1.971 -0.191 -2.599
H -2.019 0.327 -0.831

E_LUMO (spin up / spin down) (eV): 5.367 / 5.371
HOMO-LUMO gap (spin up / spin down) (hartree): 0.27809 / 0.27824
Max |F| (eV Å⁻¹): 4.3
Highest occupied orbital energy (spin up / spin down) (eV): -2.200 / -2.200
Charge: -2